(1)
# C9H21Cl2O2P2Ru

C9H21Cl2O2P2Ru as an isolated structure at a distorted geometry (the ωB97M-V functional and the def2-TZVPD basis, the OMol25 dataset).

```
37
C9H21Cl2O2P2Ru (the ωB97M-V functional and the def2-TZVPD basis)
C 1.74 -2.15 -1.11
C 1.39 -0.77 -0.74
H 2.83 -2.26 -1.23
H 1.22 -2.40 -2.06
H 1.37 -2.83 -0.32
O 2.07 0.23 -0.84
Cl -0.98 -2.04 -0.34
Ru -0.51 0.52 0.33
P -0.99 0.86 -1.93
C -0.16 2.35 -2.57
C -0.64 -0.38 -3.23
H -1.13 -0.10 -4.17
H -3.06 1.25 -3.17
H -1.02 -1.35 -2.89
H -3.30 0.33 -1.65
H 0.93 2.18 -2.55
H 0.44 -0.46 -3.41
C -2.77 1.17 -2.11
H -0.47 2.56 -3.61
H -3.02 2.09 -1.58
H -0.40 3.20 -1.93
P 0.35 -0.42 2.25
C 1.54 0.71 3.05
C -1.00 -0.66 3.45
H 0.60 -2.79 1.84
H 1.43 -2.30 3.35
H 2.18 -1.95 1.77
C 1.23 -2.02 2.30
H -1.81 -1.19 2.93
H -0.66 -1.25 4.31
H 1.86 0.32 4.02
H 1.07 1.69 3.18
H -1.36 0.32 3.78
H 2.41 0.82 2.39
Cl -2.47 1.35 1.23
O 0.77 3.22 0.72
C 0.34 2.15 0.54
```

Values from the calculation:
E_LUMO (spin up / spin down)	-13.53 / -16.28	eV
molecular weight	395.19	u
relative energy (zero: lowest compared OMol25 entry of this formula, charge and spin)	1.273	eV
net charge	+3
spin multiplicity	5
strongest force on any atom	9.059	eV/Å

Löwdin population analysis, charges in e, atoms 1 to 5: -0.065 -0.316 0.149 0.124 0.064


(2)
# C25H34BrClF3NO11

A 4-piece molecular cluster, C25H34BrClF3NO11 overall at a distorted geometry (the ωB97M-V functional and the def2-TZVPD basis, the OMol25 dataset).

```
76
C25H34BrClF3NO11 (the ωB97M-V functional and the def2-TZVPD basis)
C 0.05 -4.36 1.49
C 0.41 -2.90 1.20
Cl 0.63 -2.07 2.82
C -0.68 -2.13 0.40
C -0.18 -1.64 -0.96
C 0.98 -0.62 -0.83
C 0.78 0.52 0.18
C 2.10 1.33 0.24
C 1.94 2.65 1.02
N 3.22 3.05 1.63
C 3.40 3.42 2.92
C 4.76 3.68 3.06
C 5.37 3.45 1.80
C 4.37 3.06 0.92
C 0.38 -2.83 -1.80
C -0.55 -4.04 -1.93
C 0.28 -5.21 -2.52
Br -2.04 -3.77 -3.18
O -1.22 -1.07 -1.78
C -2.18 -0.37 -1.12
O -3.23 -0.87 -0.82
H 0.51 -4.68 2.42
H 0.47 -4.99 0.71
H -1.03 -4.52 1.59
H 1.39 -2.83 0.73
H -0.98 -1.31 1.05
H -1.54 -2.78 0.27
H 1.18 -0.16 -1.80
H 1.86 -1.18 -0.51
H -0.07 1.16 -0.05
H 0.64 0.12 1.19
H 2.38 1.55 -0.79
H 2.84 0.69 0.72
H 1.19 2.58 1.80
H 1.64 3.44 0.33
H 2.59 3.46 3.62
H 5.25 3.97 3.98
H 6.41 3.55 1.55
H 4.49 2.82 -0.12
H 0.60 -2.40 -2.78
H 1.33 -3.13 -1.38
H -0.96 -4.38 -0.99
H 0.48 -4.97 -3.56
H 1.24 -5.30 -2.01
H -0.30 -6.14 -2.50
H -2.04 0.70 -0.89
C -6.59 -0.88 -1.05
C -7.78 0.05 -1.02
O -8.61 -0.49 -2.03
C -8.34 -1.83 -2.11
O -9.02 -2.63 -2.66
O -7.19 -2.12 -1.45
F -7.44 1.32 -1.36
H -5.85 -0.57 -1.79
H -6.10 -0.98 -0.08
H -8.32 0.06 -0.08
C -0.45 5.01 7.08
C 0.98 4.56 7.20
O 1.27 4.10 5.89
C 0.47 4.79 5.03
O 0.63 4.84 3.86
O -0.52 5.42 5.71
F 1.12 3.54 8.08
H -1.15 4.18 7.24
H -0.71 5.82 7.74
H 1.68 5.36 7.47
C 1.93 -1.29 -5.69
C 2.62 -0.33 -6.62
O 2.65 0.86 -5.85
C 2.65 0.50 -4.54
O 2.92 1.22 -3.64
O 2.32 -0.81 -4.40
F 1.92 -0.12 -7.76
H 0.84 -1.23 -5.79
H 2.24 -2.32 -5.83
H 3.64 -0.61 -6.88
```

Values from the calculation:
E_LUMO	0.37	eV
molecular weight	696.89	u
strongest force on any atom	2.058	eV/Å
SMILES string	C[C@H](Cl)C[C@@](CCCCn1cccc1)(C[C@H](C)Br)OC=O.O=C1OC[C@@H](F)O1.O=C1OC[C@@H](F)O1.O=C1OC[C@@H](F)O1

Löwdin population analysis, charges in e, atoms 1 to 5: -0.119 -0.642 0.607 -0.155 -0.430


(3)
# C3H13BrSi3

A 2-piece molecular cluster, C3H13BrSi3 overall at a distorted geometry (the ωB97M-V functional and the def2-TZVPD basis, the OMol25 dataset).

```
20
C3H13BrSi3 (the ωB97M-V functional and the def2-TZVPD basis)
C 1.26 -1.09 1.35
C -1.71 -0.42 0.72
C 0.31 -1.31 -1.36
Si -4.20 3.16 -0.81
Si 0.84 1.90 -0.60
Si 0.11 -0.14 0.18
Br -4.55 1.30 0.27
H 1.00 -1.04 2.45
H 1.47 -2.20 1.32
H 2.30 -0.73 1.32
H -2.26 -0.56 -0.12
H -1.87 -1.22 1.45
H -2.24 0.34 1.17
H 0.93 -0.98 -2.07
H 0.56 -2.39 -1.18
H -0.76 -1.43 -1.73
H -4.92 4.12 -0.10
H -4.88 2.66 -1.96
H -2.80 3.49 -1.07
H -0.39 2.65 -0.09
```

Values from the calculation:
E_LUMO	-1.45	eV
molecular weight	213.30	u
relative energy (zero: lowest compared OMol25 entry of this formula, charge and spin)	2.871	eV
strongest force on any atom	5.310	eV/Å

Löwdin population analysis, charges in e, atoms 1 to 5: -0.276 -0.264 -0.239 0.197 0.587


(4)
# C3H5O2S2

An isolated ion of composition C3H5O2S2 and charge -1 at a distorted geometry (the ωB97M-V functional and the def2-TZVPD basis, the OMol25 dataset).

```
12
C3H5O2S2 (the ωB97M-V functional and the def2-TZVPD basis)
C 0.55 -0.23 0.55
C -0.45 -0.46 1.75
O 0.11 -0.13 2.84
O -1.55 -1.02 1.62
C -0.09 -0.75 -0.70
S 0.32 0.18 -2.26
S 0.53 2.20 -1.77
H 0.96 0.76 0.56
H 1.36 -0.87 0.89
H 0.11 -1.78 -1.01
H -1.18 -0.70 -0.67
H -0.67 2.81 -1.79
```

Values from the calculation:
E_LUMO	2.89	eV
molecular weight	137.21	u
relative energy (zero: lowest compared OMol25 entry of this formula, charge and spin)	0.392	eV
net charge	-1
strongest force on any atom	2.709	eV/Å
SMILES string	O=C([O-])CCSS

Löwdin population analysis, charges in e, atoms 1 to 5: -0.218 -0.737 -0.126 -0.068 -0.545


The lowest strongest force on any atom belongs to which entry?
C25H34BrClF3NO11


Please write out number 1 again, unchanged.
# C9H21Cl2O2P2Ru

C9H21Cl2O2P2Ru as an isolated structure at a distorted geometry (the ωB97M-V functional and the def2-TZVPD basis, the OMol25 dataset).

```
37
C9H21Cl2O2P2Ru (the ωB97M-V functional and the def2-TZVPD basis)
C 1.74 -2.15 -1.11
C 1.39 -0.77 -0.74
H 2.83 -2.26 -1.23
H 1.22 -2.40 -2.06
H 1.37 -2.83 -0.32
O 2.07 0.23 -0.84
Cl -0.98 -2.04 -0.34
Ru -0.51 0.52 0.33
P -0.99 0.86 -1.93
C -0.16 2.35 -2.57
C -0.64 -0.38 -3.23
H -1.13 -0.10 -4.17
H -3.06 1.25 -3.17
H -1.02 -1.35 -2.89
H -3.30 0.33 -1.65
H 0.93 2.18 -2.55
H 0.44 -0.46 -3.41
C -2.77 1.17 -2.11
H -0.47 2.56 -3.61
H -3.02 2.09 -1.58
H -0.40 3.20 -1.93
P 0.35 -0.42 2.25
C 1.54 0.71 3.05
C -1.00 -0.66 3.45
H 0.60 -2.79 1.84
H 1.43 -2.30 3.35
H 2.18 -1.95 1.77
C 1.23 -2.02 2.30
H -1.81 -1.19 2.93
H -0.66 -1.25 4.31
H 1.86 0.32 4.02
H 1.07 1.69 3.18
H -1.36 0.32 3.78
H 2.41 0.82 2.39
Cl -2.47 1.35 1.23
O 0.77 3.22 0.72
C 0.34 2.15 0.54
```

Values from the calculation:
E_LUMO (spin up / spin down)	-13.53 / -16.28	eV
molecular weight	395.19	u
relative energy (zero: lowest compared OMol25 entry of this formula, charge and spin)	1.273	eV
net charge	+3
spin multiplicity	5
strongest force on any atom	9.059	eV/Å

Löwdin population analysis, charges in e, atoms 1 to 5: -0.065 -0.316 0.149 0.124 0.064


The highest molecular weight belongs to which entry?
C25H34BrClF3NO11


Among the records above, which one has the highest molecular weight?
C25H34BrClF3NO11